# 1
The following is a DFT calculation (ωB97M-V with the def2-TZVPD basis set) of a 19-piece molecular cluster, C28H37Cl54NO7PS overall in a non-equilibrium geometry.

Calculated values
E_HOMO = -11.78 eV
Net charge = +1
2S+1 = 1
Gap between HOMO and LUMO = 8.08 eV

Last column: Mulliken charge in e.
Geometry (Å):
C  7.3510  -2.3699  -0.5703  -0.6692
C  7.4769  -2.6675  -2.0877  0.6295
O  8.2687  -3.4708  -2.4177  -0.4705
O  6.7152  -1.9774  -3.0309  -0.3396
C  5.8224  -2.8882  -3.6978  -0.8070
C  4.4348  -2.7570  -2.9872  -0.6315
C  3.8206  -1.3400  -3.3165  -0.5002
C  2.2932  -1.4692  -3.0768  -0.4487
S  1.3008  -0.1315  -3.8452  -0.0774
C  -0.4942  -0.4543  -3.8220  -0.3942
C  -1.0097  -1.2925  -2.6603  0.6266
O  -0.4568  -2.1715  -2.1185  -0.6255
O  -2.3175  -0.9696  -2.2583  -0.0554
C  -3.0787  -2.1666  -2.4122  0.3994
C  -4.0051  -2.6254  -1.2857  -0.4343
O  -2.9956  -2.7987  -3.3840  -0.4593
P  1.5907  1.5693  -2.5337  0.7400
N  1.6907  2.8640  -3.3942  -0.4877
O  0.3478  1.6965  -1.4886  0.0496
O  2.9845  1.4196  -1.6726  -0.1922
H  6.5769  -1.6070  -0.3777  0.2248
H  7.0901  -3.3368  -0.0762  0.1136
H  8.3178  -2.0234  -0.1695  0.3420
H  5.6728  -2.5028  -4.7234  0.4194
H  6.1790  -3.9289  -3.7169  0.3484
H  3.7118  -3.5201  -3.3479  0.4639
H  4.4838  -2.8955  -1.8905  0.2464
H  4.1061  -1.0320  -4.3349  0.4779
H  4.2568  -0.6607  -2.5624  0.2025
H  2.1154  -1.5613  -1.9876  0.0135
H  1.9223  -2.4223  -3.5047  0.7687
H  -0.9918  0.5393  -3.7584  0.0409
H  -0.7913  -0.8501  -4.8127  0.6150
H  -3.8837  -3.7041  -1.1148  0.0333
H  -5.0492  -2.4624  -1.6047  0.3543
H  -3.7827  -2.1028  -0.3396  0.1638
H  2.6020  3.2898  -3.2074  0.1798
H  0.6213  2.3881  -0.8526  0.1393
H  2.8662  1.9390  -0.8539  0.0734
C  -6.0702  -6.1416  -1.1372  -0.0608
Cl  -7.1988  -5.5354  -2.3487  -0.0420
Cl  -4.4853  -6.4482  -1.8589  -0.1187
Cl  -5.9301  -5.0012  0.2076  -0.0994
H  -6.4544  -7.0780  -0.7499  0.3491
C  -2.9226  1.1737  0.1167  0.6410
Cl  -4.2664  1.4479  -0.9932  -0.1320
Cl  -2.2241  2.7114  0.6410  -0.0472
Cl  -3.4421  0.2284  1.5084  -0.0176
H  -2.1574  0.6105  -0.4076  -0.6127
C  -4.8780  2.7598  3.8327  0.5667
Cl  -6.2317  3.0250  2.7319  -0.1174
Cl  -4.1739  4.3007  4.3385  -0.1322
Cl  -5.3896  1.8190  5.2377  -0.1341
H  -4.1176  2.1957  3.3053  -0.2121
C  -0.7824  4.1916  -5.9534  -0.0293
Cl  -2.1297  4.4659  -7.0574  -0.1245
Cl  -0.0340  5.7221  -5.5035  -0.0653
Cl  -1.3205  3.3177  -4.5098  -0.0572
H  -0.0424  3.5849  -6.4623  0.2359
C  -3.2544  8.3612  -8.4305  -0.0810
Cl  -2.0119  7.5578  -7.4640  0.0315
Cl  -3.9894  9.6857  -7.5229  -0.1188
Cl  -2.5756  8.9494  -9.9507  -0.1152
H  -4.0272  7.6370  -8.6608  0.3265
C  -4.5423  -2.3911  5.1581  -0.0606
Cl  -5.4096  -3.8413  4.6392  -0.1546
Cl  -2.8682  -2.7804  5.5576  -0.1017
Cl  -4.6115  -1.1451  3.9079  0.0348
H  -5.0248  -2.0063  6.0500  0.3290
C  -5.0120  -5.5371  7.8946  0.6249
Cl  -3.4832  -6.3697  8.2045  -0.1245
Cl  -6.3761  -6.6208  8.1704  -0.1128
Cl  -5.1504  -4.0920  8.9036  -0.1115
H  -5.0263  -5.2258  6.8583  -0.2438
C  -3.8366  -6.6724  11.9399  0.7792
Cl  -2.3069  -7.5024  12.2451  -0.1255
Cl  -5.1994  -7.7622  12.2112  -0.1326
Cl  -3.9758  -5.2330  12.9498  -0.1048
H  -3.8522  -6.3613  10.9019  -0.4532
C  6.8941  -6.5441  -0.4163  0.3080
Cl  5.4720  -6.5601  -1.4542  -0.1357
Cl  6.4238  -6.2312  1.2536  -0.1352
Cl  7.7821  -8.0613  -0.5539  -0.1040
H  7.5437  -5.7375  -0.7410  0.0381
C  0.1070  -2.4697  0.8972  0.4907
Cl  1.4750  -1.3472  0.7591  -0.1162
Cl  0.6254  -3.9936  1.6171  -0.1241
Cl  -1.2046  -1.7422  1.8306  -0.0054
H  -0.2606  -2.6738  -0.1004  -0.1794
C  -0.8722  6.8121  1.1982  -0.1312
Cl  0.6560  7.3778  1.8833  -0.0797
Cl  -0.5708  5.6655  -0.1094  -0.0716
Cl  -1.8775  6.0727  2.4452  -0.0489
H  -1.4015  7.6655  0.7904  0.3313
C  5.7369  -10.3606  -3.4942  0.0407
Cl  4.3857  -11.0859  -4.3689  -0.1209
Cl  6.1220  -8.7657  -4.1515  -0.0981
Cl  5.3759  -10.2516  -1.7683  -0.1044
H  6.6050  -10.9967  -3.6206  0.2884
C  -0.5655  -3.2768  11.4015  -0.0402
Cl  -1.8760  -3.9817  10.4479  0.0037
Cl  -0.1955  -1.6446  10.8350  -0.1318
Cl  -0.9811  -3.2587  13.1171  -0.1083
H  0.3177  -3.8910  11.2717  0.2920
C  4.3145  4.4419  1.2967  0.0845
Cl  4.9666  4.4975  -0.3434  -0.1221
Cl  2.7847  3.5445  1.3236  -0.0912
Cl  5.4741  3.7185  2.4057  -0.1006
H  4.1158  5.4574  1.6215  0.2447
C  1.0907  9.6978  -6.6343  0.1440
Cl  0.7443  8.7237  -5.1999  -0.1104
Cl  1.8728  11.2134  -6.1828  -0.1260
Cl  2.0926  8.7919  -7.7710  -0.1212
H  0.1497  9.9304  -7.1204  0.1961
C  1.9532  10.3687  3.7233  0.3406
Cl  3.2262  9.5752  4.6559  -0.1215
Cl  1.1858  11.6405  4.6743  -0.1188
Cl  2.6051  11.0248  2.2168  -0.1139
H  1.2007  9.6273  3.4754  0.0135
C  -11.0643  -4.8892  -4.1669  0.0482
Cl  -9.5534  -4.0291  -4.4917  -0.1228
Cl  -10.7525  -6.3837  -3.2801  -0.1143
Cl  -12.1864  -3.8593  -3.2761  -0.1132
H  -11.5187  -5.1461  -5.1165  0.2986
C  6.4902  10.3275  1.1725  0.1369
Cl  5.7347  8.7761  0.7844  -0.0850
Cl  7.3690  10.2252  2.6990  -0.1172
Cl  7.5621  10.8396  -0.1321  -0.1207
H  5.7060  11.0681  1.2804  0.1853

# 2
The following is a DFT calculation (ωB97M-V with the def2-TZVPD basis set) of a 7-piece molecular cluster, C13H40N8O7 overall in a non-equilibrium geometry.

Calculated values
Energy above the lowest of the compared OMol25 structures with the same formula, charge and spin = 75.8 kJ/mol
E_HOMO = -8.96 eV
Net charge = 0
2S+1 = 1
Gap between HOMO and LUMO = 9.31 eV

Last column: natural (NBO) charge in e.
Geometry (Å):
N  10.8907  13.5340  5.9522  -0.8661
C  10.4952  12.3461  6.6343  0.8092
N  11.6102  11.5589  6.9782  -0.8680
O  9.3606  11.9467  6.8475  -0.6892
H  10.1097  14.0583  5.6239  0.3977
H  11.7370  14.0621  6.1843  0.4073
H  12.4658  11.5983  6.4368  0.3959
H  11.4298  10.7190  7.5180  0.4310
N  8.2226  9.2615  13.2500  -0.8558
C  9.0674  9.9413  12.3992  0.7906
N  8.4261  10.8254  11.6511  -0.8526
O  10.2262  9.5911  12.2602  -0.7068
H  8.7663  8.5495  13.7135  0.4004
H  7.2206  9.2947  13.3232  0.4139
H  7.6927  11.2993  12.1468  0.4123
H  8.8551  11.3426  10.8801  0.4278
N  6.7571  12.8297  7.3034  -0.8542
C  7.0902  13.5317  8.3932  0.7584
N  8.2017  13.1735  9.0786  -0.8637
O  6.2327  14.2683  8.8550  -0.6910
H  5.8137  12.9660  6.9779  0.3998
H  7.4409  12.3561  6.6650  0.4226
H  8.9832  12.7340  8.5847  0.4134
H  8.4279  13.8913  9.8036  0.3963
N  12.4516  7.8559  10.8482  -0.8530
C  13.3040  7.0239  10.2158  0.7576
N  13.6338  7.3172  8.9165  -0.8499
O  13.6637  5.9580  10.7852  -0.6882
H  12.3419  7.7154  11.8177  0.4085
H  11.8118  8.4355  10.3372  0.4258
H  14.3641  6.6549  8.5331  0.4053
H  13.8152  8.3104  8.7542  0.3838
C  5.2951  13.7510  12.2268  -0.6419
C  5.0266  12.4701  13.0303  0.0988
C  4.4768  11.4009  12.1269  -0.6299
O  6.2014  11.9887  13.6644  -0.7460
H  6.1790  13.7332  11.5706  0.2264
H  5.3474  14.5933  12.9727  0.1948
H  4.4445  14.0674  11.6300  0.2257
H  4.2852  12.8409  13.8047  0.1530
H  3.5495  11.7727  11.7267  0.2197
H  4.2087  10.5500  12.7454  0.2103
H  5.2242  11.2019  11.3285  0.2186
H  6.4714  12.6279  14.3161  0.4766
C  12.5465  12.5123  12.3189  -0.6414
C  12.2135  12.3593  10.8606  0.0995
C  13.3438  11.7566  10.0977  -0.6302
O  11.0927  11.4295  10.5953  -0.8199
H  13.3656  13.1810  12.4128  0.2150
H  12.7981  11.5730  12.8198  0.2195
H  11.6889  12.8799  12.9488  0.2149
H  11.8314  13.3127  10.3993  0.1708
H  13.3143  10.6797  10.1968  0.2219
H  14.2555  12.1874  10.4022  0.1991
H  13.3175  11.9667  9.0319  0.2079
H  11.0492  10.7799  11.3384  0.5035
C  8.2681  8.2976  9.3005  -0.6343
C  9.5681  8.1549  8.6288  0.0861
C  9.3285  8.1312  7.0992  -0.6213
O  10.5242  9.1832  8.9446  -0.7506
H  8.2271  8.1040  10.3860  0.2192
H  7.5674  7.5769  8.9030  0.2179
H  7.8583  9.2715  9.0965  0.2056
H  9.8936  7.2131  8.9761  0.1765
H  8.7958  9.0723  6.8435  0.2078
H  8.5810  7.3318  6.8944  0.2051
H  10.2056  8.0949  6.5269  0.2128
H  10.0619  9.9357  9.2801  0.4890